Entry 1:
Below is C7H8 in the gas phase, with properties calculated with ωB97M-V/def2-TZVPD.

Output
Frontier orbital gap (spin up / spin down): 8.23 / 8.23 eV
LUMO (spin up / spin down): -0.017 / -0.017 Eh
Relative energy (zero: lowest compared OMol25 entry of this formula, charge and spin): 7.677 eV

Cartesian coordinates (Å):
C -0.61 -1.65 -0.65
C 0.33 -0.57 -0.10
C 0.89 0.45 -1.12
C 1.13 1.63 -0.28
C 0.93 2.37 0.70
C -0.34 0.27 0.92
C -0.93 0.92 1.82
H -1.44 -1.20 -1.21
H -0.05 -2.30 -1.33
H -1.02 -2.27 0.15
H 1.18 -1.05 0.41
H 1.78 0.04 -1.62
H 0.14 0.66 -1.89
H -0.22 1.95 1.71
H -1.76 0.76 2.50

=====

Entry 2:
Below is C7H8 in the gas phase, with properties calculated with ωB97M-V/def2-TZVPD.

Output
Frontier orbital gap: 10.89 eV
LUMO: 0.037 Eh
Relative energy (zero: lowest compared OMol25 entry of this formula, charge and spin): 3.970 eV
SMILES string: C#CC[C@H](C)C#C

Cartesian coordinates (Å):
C 2.78 0.78 0.09
C 1.71 1.00 -0.43
C 0.29 0.97 -0.77
C -0.31 -0.09 0.20
C -0.15 -1.50 -0.38
C -1.66 0.19 0.68
C -2.71 0.42 1.22
H 3.69 0.55 0.58
H 0.14 0.69 -1.82
H -0.18 1.95 -0.64
H 0.31 -0.02 1.10
H -0.94 -1.73 -1.09
H 0.82 -1.58 -0.89
H -0.17 -2.25 0.42
H -3.63 0.62 1.72

=====

Entry 3:
Below is a 2-piece molecular cluster, C7H8 overall, with properties calculated with ωB97M-V/def2-TZVPD.

Output
Frontier orbital gap (spin up / spin down): 8.69 / 8.70 eV
LUMO (spin up / spin down): -0.054 / -0.053 Eh
Relative energy (zero: lowest compared OMol25 entry of this formula, charge and spin): 9.121 eV

Cartesian coordinates (Å):
C -0.74 -1.22 -0.76
C 0.01 -0.15 0.05
C 1.32 -0.64 0.68
C 0.19 1.09 -0.70
C 0.43 2.00 -1.42
C -0.85 0.47 1.03
C -1.56 0.37 2.06
H -1.68 -0.83 -1.16
H -0.95 -2.08 -0.12
H -0.09 -1.53 -1.59
H 2.00 -0.94 -0.12
H 1.79 0.15 1.28
H 1.12 -1.50 1.33
H 0.87 2.51 -2.25
H -1.86 2.30 1.68

=====

Entry 4:
Below is C7H8BHfN2O2PS2 as an isolated structure, with properties calculated with ωB97M-V/def2-TZVPD.

Output
Frontier orbital gap: 3.47 eV
LUMO: -0.709 Eh
Net charge: +4

Cartesian coordinates (Å):
C -1.38 2.99 0.00
O -0.15 3.03 -0.83
B 0.96 2.28 -0.19
O 2.17 2.97 0.33
C 0.90 0.62 -0.03
C -0.33 -0.13 -0.83
C -0.57 -1.77 -0.77
P -2.10 -2.43 -1.74
S -2.44 -4.33 -1.49
C 0.48 -2.68 0.11
C 1.69 -1.85 0.90
N 2.77 -2.39 1.80
S 3.79 -1.08 2.43
N 3.11 0.37 1.72
C 1.97 -0.22 0.91
H -1.39 2.04 0.71
H -1.52 3.96 0.66
H -2.33 2.87 -0.70
H 1.98 3.21 1.30
H -1.06 0.52 -1.48
H -3.25 -1.71 -1.19
H -2.03 -2.07 -3.13
H 0.36 -3.85 0.17
Hf -1.62 -0.33 1.33

=====

Entry 5:
Below is C7H8Cl2GdLaO4 as an isolated structure, with properties calculated with ωB97M-V/def2-TZVPD.

Output
Frontier orbital gap (spin up / spin down): 3.35 / 3.83 eV
LUMO (spin up / spin down): -0.697 / -0.679 Eh
2S+1: 8
Net charge: +4
Relative energy (zero: lowest compared OMol25 entry of this formula, charge and spin): 2.555 eV
Expectation value of S²: 16.051

Cartesian coordinates (Å):
Gd -1.64 -0.63 -5.54
La 0.52 0.79 -1.25
Cl -2.58 -2.14 -3.86
Cl -1.61 2.18 -1.33
C 2.03 2.34 -0.11
C 0.37 -1.75 -5.48
C 0.04 0.28 -4.36
O 2.64 3.09 0.52
O 1.31 -2.33 -5.13
O 0.95 0.66 -3.67
C -0.48 0.46 3.14
C -0.02 -1.02 3.04
C 0.40 -1.25 1.59
O 0.14 0.01 0.88
C -0.53 1.02 1.73
H -1.47 0.53 3.60
H 0.22 1.05 3.74
H -0.83 -1.71 3.29
H 0.82 -1.21 3.71
H 1.46 -1.47 1.45
H -0.19 -2.01 1.09
H -1.54 1.11 1.34
H -0.02 1.99 1.60

=====

Entry 6:
Below is a 2-piece molecular cluster, C7H8Cl2N3P overall, with properties calculated with ωB97M-V/def2-TZVPD.

Output
Frontier orbital gap: 8.72 eV
LUMO: 0.011 Eh
Relative energy (zero: lowest compared OMol25 entry of this formula, charge and spin): 1.782 eV
SMILES string: NN=P(Cl)(Cl)c1ccccc1.C#N

Cartesian coordinates (Å):
N -3.00 -2.00 -1.19
N -1.97 -1.02 -1.24
P -2.11 0.30 -0.34
Cl -2.92 2.22 -0.82
Cl -3.38 0.14 1.19
C -0.44 0.85 0.25
C 0.70 0.34 -0.42
C 1.99 0.70 -0.05
C 2.18 1.75 0.89
C 1.01 2.30 1.44
C -0.28 1.83 1.12
H -3.34 -2.10 -2.15
H -3.76 -1.91 -0.54
H 0.56 -0.62 -0.97
H 2.89 0.41 -0.64
H 3.14 1.98 1.04
H 1.06 3.11 2.16
H -1.11 2.52 1.57
C -0.91 -2.43 0.72
N -0.82 -1.59 1.50
H -0.92 -3.14 0.07

=====

Entry 7:
Below is C7H8F2NP in the gas phase, with properties calculated with ωB97M-V/def2-TZVPD.

Output
Frontier orbital gap: 9.67 eV
LUMO: 0.029 Eh
Relative energy (zero: lowest compared OMol25 entry of this formula, charge and spin): 0.000 eV
SMILES string: CN(c1ccccc1)P(F)F

Cartesian coordinates (Å):
C -0.71 -0.13 -2.37
N -1.03 0.31 -0.77
C 0.02 0.12 0.11
C 1.28 0.64 -0.08
C 2.25 0.40 0.83
C 2.02 -0.39 1.98
C 0.75 -0.83 2.20
C -0.33 -0.54 1.31
P -2.56 0.61 -0.21
F -3.20 1.60 -1.37
F -3.41 -0.59 -0.83
H -1.36 0.36 -2.97
H 0.30 0.29 -2.49
H -0.88 -1.15 -2.48
H 1.64 1.35 -0.93
H 3.20 0.93 0.69
H 2.86 -0.47 2.79
H 0.34 -1.39 3.09
H -1.18 -1.09 1.49

=====

Entry 8:
Below is a 2-piece molecular cluster, C7H8F4N2O6S overall, with properties calculated with ωB97M-V/def2-TZVPD.

Output
Frontier orbital gap: 9.09 eV
LUMO: -0.063 Eh
SMILES string: C#CN(CON=O)S(=O)(=O)F.CCOC(=O)C(F)(F)F

Cartesian coordinates (Å):
C 6.16 -2.19 0.16
C 5.22 -1.73 -0.65
N 4.01 -1.19 -1.36
C 2.88 -2.11 -0.94
O 2.32 -1.77 0.37
N 0.97 -1.69 0.18
O 0.60 -0.75 0.84
S 3.76 0.43 -0.75
O 4.71 1.33 -1.56
O 4.14 0.61 0.70
F 2.19 1.02 -1.06
H 6.69 -2.60 1.11
H 3.37 -3.16 -0.82
H 2.03 -2.19 -1.73
C -1.52 1.30 0.95
C -2.51 2.17 0.19
O -3.59 1.39 -0.33
C -4.53 1.00 0.56
O -4.50 1.27 1.74
C -5.64 0.21 -0.12
F -5.15 -0.77 -0.92
F -6.41 0.99 -0.91
F -6.47 -0.39 0.76
H -1.17 0.49 0.32
H -0.67 1.89 1.30
H -1.99 0.84 1.83
H -2.00 2.63 -0.66
H -2.89 2.99 0.81

=====

Entry 9:
Below is C7H8KO7 as an isolated structure, with properties calculated with ωB97M-V/def2-TZVPD.

Output
Frontier orbital gap (spin up / spin down): 6.38 / 7.22 eV
LUMO (spin up / spin down): -0.008 / -0.008 Eh
2S+1: 2
Relative energy (zero: lowest compared OMol25 entry of this formula, charge and spin): 1.414 eV
Expectation value of S²: 0.767

Cartesian coordinates (Å):
O 3.32 1.30 5.30
C 3.36 2.06 6.25
O 2.82 2.30 7.26
K -2.92 -1.26 5.27
O -0.22 -1.01 4.63
O 0.35 1.12 5.10
C -0.88 1.71 4.65
C -1.93 1.75 5.76
O -2.44 0.53 6.10
C 0.61 -0.16 4.98
H -0.60 2.72 4.34
H -1.24 1.14 3.78
H -2.71 2.46 5.37
H -1.46 2.29 6.62
O 2.56 -1.15 4.11
C 3.58 -2.04 4.60
C 3.21 -2.21 6.06
O 2.35 -1.08 6.31
C 2.04 -0.48 5.15
H 3.54 -2.97 4.02
H 4.56 -1.56 4.47
H 4.06 -2.16 6.74
H 2.64 -3.13 6.25

=====

Entry 10:
Below is an isolated ion of composition C7H8N and charge +1, with properties calculated with ωB97M-V/def2-TZVPD.

Output
Frontier orbital gap (spin up / spin down): 6.73 / 6.73 eV
LUMO (spin up / spin down): -0.241 / -0.241 Eh
Net charge: +1
Relative energy (zero: lowest compared OMol25 entry of this formula, charge and spin): 2.951 eV

Cartesian coordinates (Å):
C -0.18 1.13 -0.20
C 0.54 0.08 0.12
C -1.99 -0.44 -1.06
C -2.46 0.34 0.92
C -1.67 0.76 -0.18
C -1.55 -0.79 0.31
C 2.06 0.08 0.25
N -0.13 -1.14 0.39
H 0.29 2.11 -0.47
H -3.10 -0.60 -1.39
H -1.25 -0.71 -1.88
H -3.09 0.56 1.85
H 2.26 -0.49 -0.64
H 2.29 -0.67 1.03
H 2.53 1.05 0.54
H 0.33 -1.77 0.99

=====

It is found that the energy values, taken in the order of the records, are -271.249322; -271.385563; -271.196271; -1739.737445; -2288.357616; -1697.469582; -867.406107; -1629.807359; -1398.036155; -325.801889 a.u..
It is found that the maximum force values, taken in the order of the records, are 0.6; 0.6; 3.7; 6.5; 12.6; 6.4; 5.3; 9.5; 4.7; 3.4 eV/A.